# 1
23
Properties=species:S:1:pos:R:3:forces:R:3:mulliken_charge:R:1 method="wB97M-V/def2-TZVPD" homo_lumo_gap_ha=0.4266 fmax_ev_per_a=2.180 relative_energy_ev=0.937 homo_ev=-17.928 charge=+2
H 0.267 -1.050 -3.630 0.1 0.1 0.4 0.306
O 1.190 -0.754 -3.604 -0.6 -0.3 -0.7 -0.641
H 2.224 -0.795 0.270 -0.3 0.2 0.6 0.337
H -2.092 1.170 0.766 -0.1 0.0 0.2 0.398
O -3.166 0.546 3.794 -0.2 -0.2 -0.3 -0.669
C 0.282 -0.217 -0.398 0.2 0.0 0.8 -0.271
H -3.973 0.022 3.870 0.0 -0.1 0.0 0.332
H 0.166 -1.288 -0.567 -0.2 0.1 -0.7 0.382
H -2.377 -0.259 0.153 -0.2 -0.9 0.6 0.360
H 2.873 1.053 -1.821 -0.2 0.2 0.4 0.395
H -0.198 0.408 -1.152 0.1 -0.1 -0.2 0.507
H 3.524 -0.344 -1.307 0.0 0.0 0.1 0.406
H 2.164 -0.338 -2.279 -0.1 -0.1 0.2 0.268
C 1.780 0.077 -0.210 0.5 -0.9 -0.1 -0.815
H -2.246 0.027 1.898 -0.7 -0.4 0.2 0.278
H -0.084 0.986 1.434 0.4 0.0 -0.3 0.443
H -3.259 1.178 4.519 0.3 0.1 -0.1 0.326
H 1.944 0.952 0.412 0.2 0.1 -0.2 0.450
N -1.903 0.178 0.946 1.2 1.5 -1.0 -0.250
N 2.631 0.128 -1.457 -0.2 0.2 -0.9 -0.191
H -0.190 -0.704 1.734 0.4 -0.3 -0.4 0.362
C -0.362 0.041 0.960 -1.1 0.5 1.1 -1.025
H 1.424 -0.907 -4.536 0.5 0.2 0.3 0.311

# 2
113
Properties=species:S:1:pos:R:3:forces:R:3:mulliken_charge:R:1 method="wB97M-V/def2-TZVPD" homo_lumo_gap_ha=0.2864 fmax_ev_per_a=5.808 relative_energy_ev=0.000 homo_ev=-16.409 charge=+5
C 6.671 -8.688 1.219 1.1 0.8 -1.8 0.502
H 3.420 -2.484 9.542 0.2 -0.6 0.1 0.370
N -5.631 4.659 -7.122 0.7 0.5 0.3 -0.157
F -0.995 -0.719 -0.385 -0.3 -1.0 0.4 -0.358
H 1.610 -0.205 9.292 -0.3 0.1 0.6 0.341
H 7.731 -8.789 3.608 -0.2 0.1 0.1 0.362
H -4.840 5.198 1.467 -0.1 -0.3 0.1 0.386
H -6.653 7.927 1.238 -0.1 0.1 1.0 0.354
C 5.456 -7.819 1.081 -0.6 -0.2 0.8 -0.958
H -7.831 -6.220 8.244 0.1 -0.4 0.8 0.363
H 2.852 -1.163 5.590 0.6 -0.9 0.2 0.335
H -4.368 -4.305 5.882 -0.1 0.3 0.2 0.425
H 6.770 3.446 -3.597 0.2 0.3 -0.1 0.324
H -6.396 7.220 -6.736 -0.3 0.1 -0.2 0.392
O -3.984 7.991 2.283 -2.1 -0.8 -1.8 -0.380
H -6.248 4.095 -7.690 0.0 -0.3 -0.8 0.368
F -0.253 -2.999 -0.789 0.4 1.1 0.2 -0.346
N 6.329 4.224 -6.617 1.1 0.3 -0.4 0.193
H 2.210 -0.056 6.562 -0.3 0.2 1.1 0.335
H -5.159 8.119 -7.619 0.3 -0.5 -0.2 0.334
C 2.963 -0.842 6.625 0.0 0.4 0.0 -1.058
H -4.013 -4.446 4.261 -0.4 0.8 -0.7 0.360
H -4.834 7.208 -6.108 0.5 -0.1 -0.1 0.315
H 8.452 3.495 -4.269 -0.2 0.3 0.6 0.309
C -4.837 -4.150 4.910 1.1 -1.8 1.3 -1.102
C 7.386 3.522 -4.494 0.2 -0.9 -1.1 -0.546
H -3.791 3.724 -7.391 0.1 -0.2 0.3 0.359
H 6.127 8.206 -9.391 -0.1 -0.1 0.4 0.391
O -4.375 5.877 -8.785 -2.0 -1.4 2.1 -0.369
N -5.909 -5.214 4.814 1.7 1.6 -0.6 0.173
H -5.471 -4.546 7.565 0.4 -0.1 0.2 0.330
C -5.357 7.202 -7.064 -1.1 -0.7 0.6 -1.083
C 6.028 6.453 -8.059 1.5 0.3 2.1 -0.374
H -5.252 -3.142 4.893 0.1 -0.3 -0.6 0.369
H 4.365 3.616 -7.103 -0.3 0.2 0.2 0.284
H 7.992 3.113 -7.219 -0.1 -0.1 0.0 0.407
F -0.327 -0.196 -2.449 -0.2 0.0 -0.3 -0.364
C -5.338 -6.635 4.659 -0.5 -0.1 -0.4 -0.647
N 6.653 -9.940 2.219 -0.3 1.5 0.3 -0.161
H -7.559 -5.354 3.698 -0.4 0.2 -0.8 0.404
F 0.424 -2.293 -2.934 -0.3 0.5 1.8 -0.371
O 7.650 -8.487 0.575 -0.6 -1.1 1.3 -0.350
O 2.308 -3.079 7.272 1.9 4.7 2.8 -0.437
H 4.959 6.470 -7.845 -0.1 0.0 -0.6 0.385
H -4.502 8.813 -0.635 0.0 -0.1 0.3 0.332
H 6.477 7.086 -7.293 -0.1 -0.3 0.8 0.305
H -3.880 -6.539 3.201 0.0 0.6 -0.9 0.349
C -5.402 8.991 -0.047 -0.7 -0.7 0.5 -0.805
C 7.026 2.865 -6.779 -0.9 0.3 -1.6 -0.595
H 1.178 -1.830 10.023 0.0 0.2 -0.2 0.334
P -0.290 -1.576 -1.584 0.3 0.3 -1.8 1.146
H -5.257 9.697 0.771 0.0 0.5 -0.7 0.393
C 7.153 2.298 -5.452 0.2 -0.5 2.6 -0.613
C -6.791 -5.047 6.036 0.2 -1.4 -0.5 -0.803
H 3.870 -0.979 9.082 0.4 0.4 0.1 0.392
H 2.369 -0.808 10.872 -0.3 0.4 -0.1 0.362
H -6.678 -3.878 3.259 0.3 -0.2 0.0 0.401
H 6.638 5.551 -4.910 0.1 0.1 -0.4 0.362
C -4.481 3.850 -6.557 -0.6 -0.1 -1.3 -0.808
F -1.750 -2.015 -2.169 0.3 0.4 0.3 -0.350
H -6.553 -5.546 9.414 -0.6 -0.4 0.2 0.374
H -7.616 -5.689 5.728 -0.5 0.1 0.8 0.475
C -4.947 -6.759 3.153 1.2 -0.8 2.6 -0.668
C 1.930 -1.049 9.903 0.9 -0.4 -0.6 -0.757
C -6.108 -5.413 7.392 -0.2 2.0 -1.2 -0.188
H 7.975 1.584 -5.413 0.1 0.1 0.0 0.400
H -6.169 4.889 -6.299 -0.5 0.6 0.1 0.361
H -3.894 5.622 0.084 -0.1 0.5 -0.2 0.363
C 6.532 7.200 -9.285 -0.8 -0.8 -0.8 -1.357
C -5.864 -5.839 2.452 -0.5 0.5 -2.1 -0.588
H -4.974 -7.784 2.782 -0.3 0.0 0.3 0.395
H 5.761 -10.400 2.112 -0.4 -0.3 0.1 0.370
H -5.456 -6.286 7.407 -0.4 -0.2 -0.2 0.332
F 1.148 -1.072 -0.972 -0.2 -1.1 -0.3 -0.357
H 3.925 -0.354 6.785 0.1 0.0 -0.1 0.372
C -4.049 5.871 1.134 -1.0 0.2 0.3 -1.133
C 6.599 4.992 -7.940 -1.7 1.2 -0.2 -0.667
H 7.664 4.944 -8.169 -0.1 0.0 0.2 0.332
H -5.007 2.923 -6.327 0.9 -0.2 0.7 0.378
H -4.051 4.465 -5.766 0.0 -0.6 0.1 0.321
H -5.345 -5.356 1.624 0.0 0.6 0.3 0.307
N 3.103 -1.636 9.094 -1.1 -0.5 -0.8 -0.156
H -5.980 6.958 0.130 -0.4 -0.2 -0.4 0.369
H 4.726 -8.225 0.381 0.0 -0.5 0.1 0.324
H -7.100 -4.003 6.096 -0.2 -0.1 -0.2 0.404
H -6.137 -7.328 4.920 -0.2 0.2 0.1 0.390
C -5.088 5.907 -7.810 2.0 2.7 -1.8 0.590
H 7.616 7.302 -9.237 0.0 -0.2 -0.3 0.346
H 4.534 5.211 -6.195 -0.4 -0.3 0.0 0.388
H 5.970 -8.970 4.004 0.2 0.1 -0.2 0.315
H 6.183 6.643 -10.154 0.5 0.2 -0.5 0.351
H 6.486 2.171 -7.423 -0.1 0.5 -0.4 0.415
C -7.135 -5.421 8.501 -0.2 -0.7 -0.2 -1.394
C 4.822 4.163 -6.278 2.1 0.0 -0.3 -0.957
H 7.376 -10.598 1.963 0.5 -0.1 -0.4 0.371
C 7.150 4.738 -5.425 -0.3 -0.4 0.9 -0.586
H 8.171 4.992 -5.710 -0.5 0.6 -0.8 0.359
H -6.621 -6.411 1.916 -0.1 -0.1 0.2 0.364
H 4.962 -7.657 2.039 -0.1 0.0 0.0 0.330
C 2.736 -1.954 7.625 -1.9 -3.8 -3.0 0.566
H 7.112 -10.274 4.335 -0.1 -0.2 -0.4 0.359
H -7.797 -4.564 8.624 0.5 0.5 -0.3 0.350
C 6.875 -9.462 3.647 0.1 0.1 -0.1 -0.799
C -4.560 7.284 1.493 3.3 -0.5 2.3 0.592
H 5.724 -6.857 0.645 0.4 -0.2 0.2 0.335
H -4.515 -6.813 5.350 -0.1 0.3 -0.1 0.399
H -3.149 5.594 1.683 -0.1 0.5 0.0 0.329
H 4.730 3.645 -5.323 -0.1 0.0 -0.2 0.410
C -6.579 -4.947 3.447 -0.9 -0.9 1.7 -0.574
H -6.250 9.153 -0.712 0.1 0.5 0.2 0.359
H 6.008 4.501 -8.712 0.4 -0.8 0.0 0.430
H 6.293 1.715 -5.120 -0.2 0.1 -0.2 0.303
N -5.788 7.726 0.757 1.0 0.2 -1.6 -0.159

# 3
57
Properties=species:S:1:pos:R:3:forces:R:3:mulliken_charge:R:1 method="wB97M-V/def2-TZVPD" homo_lumo_gap_ha=0.2931 fmax_ev_per_a=5.443 relative_energy_ev=0.000 homo_ev=-7.760 smiles=Cn1cc(C(c2cn(C)c3ccccc23)[C@@](C)(C#N)c2ccc(C#N)cc2)c2ccccc21
H -1.708 1.170 -3.129 -0.3 0.6 0.9 0.289
C 2.800 -2.755 1.983 -0.2 0.1 -0.3 -0.918
H 4.781 1.852 1.981 -0.2 0.1 -0.3 0.400
C -1.072 -2.026 4.079 1.0 -1.0 0.1 -0.765
C 0.157 -2.422 3.506 -1.1 0.0 0.3 -0.907
N 1.632 -2.014 1.532 -0.5 0.1 -0.4 0.213
H 2.595 0.765 1.558 0.0 0.1 -0.2 0.489
C 3.026 1.396 0.787 1.1 0.5 0.7 0.182
C 2.383 1.611 -0.427 -0.7 0.8 -0.8 0.180
C -0.408 -1.016 1.565 0.7 -0.5 0.5 1.033
N -0.108 -1.414 -3.050 -2.8 2.9 3.0 -0.755
H -5.914 -0.225 0.050 0.4 -0.4 0.1 0.429
C 1.558 -1.182 0.410 -1.8 0.0 1.4 -1.578
H 3.423 3.869 -3.569 -0.2 0.0 -0.3 0.326
N 2.188 2.622 -2.476 -0.5 -0.9 0.0 0.113
H 2.526 -3.295 2.896 0.2 0.0 -0.4 0.288
H 5.776 3.409 0.296 -0.4 -0.2 0.1 0.355
H -0.695 1.494 0.429 1.5 -2.1 -1.9 0.570
C -2.625 -0.681 -0.725 1.0 1.4 -1.1 -0.323
C -1.943 -1.173 3.397 -0.5 0.5 -0.1 -0.990
H -3.674 -3.854 -0.343 0.1 -0.4 0.1 0.478
N -7.035 -3.447 0.704 1.9 1.2 -0.8 -0.533
C -1.299 0.105 -1.235 -2.8 2.2 -1.9 2.853
H 0.872 -3.081 3.992 -0.4 0.1 0.2 0.250
C 0.431 -1.949 2.235 0.7 1.0 -0.3 0.051
H 0.359 1.691 -3.099 0.1 0.1 0.1 0.527
C 0.318 -0.517 0.444 1.3 -0.6 0.8 0.573
C -4.958 -0.741 -0.097 0.0 0.5 -0.6 -0.928
C -3.685 -2.783 -0.318 -0.5 -0.1 -0.5 -0.963
H -2.890 -0.885 3.884 0.6 -0.2 -0.4 0.390
C 4.816 2.923 0.095 0.2 0.4 -0.7 -0.575
C 1.084 1.784 -2.307 1.1 0.7 1.3 -0.615
H 3.097 -3.449 1.197 0.1 -0.2 0.2 0.333
H -4.000 1.071 -0.621 0.3 -0.7 0.2 0.263
C -1.857 1.400 -2.038 0.1 0.4 -0.8 -1.455
C 3.002 2.512 -1.356 -0.9 -0.1 -0.5 -0.199
C -2.599 -2.065 -0.761 0.1 0.3 0.9 -0.247
C -4.861 -2.124 0.001 -1.3 -0.4 0.4 0.591
C -6.074 -2.871 0.369 -1.0 -0.8 0.7 -0.141
H 2.403 -1.132 -0.257 -0.1 0.2 -0.1 0.623
C -1.617 -0.646 2.146 -0.3 0.1 0.6 -0.048
C 2.392 3.516 -3.612 0.0 -0.3 0.2 -0.948
C -0.717 -0.729 -2.284 3.3 -3.3 -2.8 -0.659
C -0.176 0.655 -0.330 0.8 -0.1 1.5 0.851
H -1.272 2.319 -1.760 -0.6 -1.0 -0.3 0.356
H 2.228 2.964 -4.546 0.1 0.2 0.2 0.331
H 4.535 3.881 -1.907 0.3 -0.1 0.5 0.250
H -1.341 -2.423 5.071 0.1 0.3 -0.6 0.365
H -2.936 1.661 -1.916 1.1 -0.5 0.0 0.384
C 4.262 2.039 1.039 -0.8 -0.2 -0.5 -1.036
H -2.264 0.084 1.656 0.2 -0.3 0.3 0.328
C -3.855 -0.013 -0.532 0.3 -0.2 0.9 -0.306
C 4.181 3.206 -1.131 0.1 -0.8 1.1 -1.038
H 1.717 4.387 -3.584 0.2 -0.3 0.1 0.293
C 1.101 1.218 -1.036 -1.2 1.1 -1.0 0.199
H -1.711 -2.586 -1.058 0.4 -0.1 0.0 0.473
H 3.655 -2.104 2.206 -0.3 0.0 0.0 0.300

# 4
19
Properties=species:S:1:pos:R:3:forces:R:3:mulliken_charge:R:1 method="wB97M-V/def2-TZVPD" homo_lumo_gap_ha=0.4249 fmax_ev_per_a=1.635 relative_energy_ev=1.333 homo_ev=-14.986 charge=+1
H 0.528 2.130 1.024 0.1 0.2 0.1 0.356
C 0.659 1.467 0.179 0.4 -0.2 -0.1 -0.508
N -0.436 0.448 0.294 -0.5 -0.2 0.3 -0.099
H -0.111 -0.348 0.853 0.2 0.0 0.0 0.294
C -0.987 -0.138 -0.970 1.6 -0.2 0.1 -0.569
C -2.497 -0.192 -0.877 0.5 0.0 -0.4 0.141
C 2.041 0.806 0.225 -1.2 -0.1 0.0 -1.054
O 0.466 -2.414 0.642 0.0 0.3 0.4 -0.641
H 2.125 -0.011 -0.486 0.1 0.1 -0.4 0.322
O -3.080 0.494 -0.089 -0.1 0.0 0.2 -0.443
H 2.775 1.571 0.021 0.4 0.0 0.1 0.365
H -0.171 -2.663 1.321 -0.1 -0.3 0.0 0.322
H 2.146 0.346 1.204 0.4 0.2 0.2 0.332
H 0.478 2.035 -0.731 0.0 0.0 0.0 0.400
H -2.965 -0.928 -1.539 -0.3 0.1 -0.1 0.364
H -0.527 -1.124 -1.079 -0.4 -0.1 0.1 0.343
H 1.300 -2.757 0.992 0.0 0.0 -0.2 0.319
H -0.509 0.421 -1.780 -0.9 0.2 -0.3 0.348
H -1.237 0.858 0.797 -0.1 0.0 -0.2 0.408

# 5
29
Properties=species:S:1:pos:R:3:forces:R:3:mulliken_charge:R:1 method="wB97M-V/def2-TZVPD" homo_lumo_gap_ha=0.3356 fmax_ev_per_a=4.358 relative_energy_ev=0.526 homo_ev=-8.606 smiles=CC(C)c1c[nH]cn1.SC1(S)CC1
C 1.051 0.708 0.033 0.6 1.2 0.3 0.690
C 0.051 2.531 0.518 -0.2 1.5 1.6 -0.315
H -4.201 -1.722 -0.653 -1.1 -0.1 -0.6 0.326
H 2.513 -1.062 1.882 0.6 0.8 1.6 0.366
C -2.040 -1.203 -0.994 -2.1 2.7 -2.7 -0.442
H 1.032 -1.783 1.251 1.5 0.0 -0.3 0.192
S -3.396 0.991 0.052 0.5 0.4 -0.3 -0.229
H -1.105 -1.617 -1.119 1.8 -1.4 0.7 0.179
H -1.021 0.225 1.392 1.4 1.2 0.5 0.087
N -0.336 2.231 -0.734 0.6 0.6 1.4 0.149
H -0.993 2.786 -1.224 -0.4 0.1 -0.8 0.156
H -2.837 -2.620 0.257 -1.1 -0.4 0.0 0.274
C -3.223 -1.761 -0.287 2.0 -1.7 0.7 -0.788
H 1.907 -0.769 -1.024 -0.3 -0.9 -1.0 0.370
H 3.789 0.613 0.837 0.7 0.3 1.5 0.433
C 2.098 -1.451 1.009 -2.2 -1.1 -0.8 -1.357
C 3.590 0.243 -0.122 -1.6 -0.2 -2.6 -1.443
H 4.307 -0.530 -0.510 -0.7 0.6 0.8 0.349
H 0.350 0.846 -2.080 0.0 -0.9 -0.3 0.490
H -2.227 -0.651 -1.976 -0.1 -0.4 1.6 0.203
H 2.758 -2.286 0.723 -0.5 0.2 -0.1 0.409
H -4.576 0.691 0.567 -0.4 -0.3 0.3 0.114
C -2.565 -0.579 0.274 -0.1 0.4 0.1 0.500
H 3.710 1.137 -0.823 -0.6 -1.2 0.7 0.310
S -1.637 -0.834 1.798 -0.9 -0.5 -0.3 -0.226
H -0.303 3.453 1.020 0.2 -0.9 -0.3 0.367
N 0.906 1.684 1.032 -0.3 -0.8 -0.4 -0.586
C 2.047 -0.379 -0.052 3.4 1.2 0.2 0.420
C 0.350 1.110 -1.048 -0.7 -0.4 -1.6 -1.001

# 6
22
Properties=species:S:1:pos:R:3:forces:R:3:mulliken_charge:R:1 method="wB97M-V/def2-TZVPD" s_squared=0.750 homo_lumo_gap_ha="0.1098 / 0.3176" fmax_ev_per_a=4.578 relative_energy_ev=0.000 spin_multiplicity=2 homo_ev="-6.722 / -11.915" charge=+1
Na 2.135 1.984 2.499 0.1 -0.4 -0.4 0.540
H 5.585 1.410 -0.613 3.0 2.2 -1.0 -0.179
Na 3.087 -1.006 -0.087 -0.3 0.3 0.4 0.747
H -4.646 -2.395 0.256 0.1 0.0 0.3 0.390
H -2.744 -1.562 -1.133 -0.3 -0.3 0.5 0.431
H 4.326 0.354 -1.280 -1.5 -2.0 -3.8 -0.255
Na -0.768 1.428 -1.684 0.2 -0.3 0.8 0.595
C 0.550 0.209 0.586 0.6 1.0 -0.8 1.202
Br -3.171 -1.328 1.945 -1.2 -0.2 -0.6 -0.114
C -3.612 -0.953 -0.880 0.1 0.4 -1.0 -0.494
H -3.214 0.055 -0.764 -0.5 0.2 -0.5 0.193
H 3.893 1.464 0.062 -3.0 2.5 1.8 -0.319
Na -1.036 0.119 2.936 0.5 0.1 -0.7 0.642
O -0.664 0.406 0.603 -3.8 0.3 0.8 -0.881
Br -4.744 -1.196 -2.604 0.8 0.5 1.7 -0.143
H 5.002 0.132 0.305 1.0 -3.1 2.9 -0.144
O 1.234 -0.071 1.599 1.1 -0.7 2.7 -1.004
B 4.671 0.877 -0.402 0.5 0.3 0.1 0.071
H -5.346 -0.843 0.500 0.6 0.6 0.3 0.432
O 1.150 0.429 -0.505 2.1 0.1 -3.3 -0.907
C -4.388 -1.340 0.347 0.0 -1.5 -0.5 -0.578
Na 2.700 1.830 -1.686 0.0 -0.1 0.3 0.775